{
  "formula": "C5H7NO",
  "method": "wB97M-V/def2-TZVPD",
  "e_lumo_ev": -0.76,
  "de_lowest_kj_mol": 587.2,
  "orbital_gap_ev": 8.22,
  "total_energy_ha": -324.50083,
  "species": ["O", "N", "C", "C", "C", "C", "C", "H", "H", "H", "H", "H", "H", "H"],
  "positions_angstrom": [[2.69409, 0.19456, -0.31217], [-1.32963, -0.59097, 0.98192], [0.31490, -0.06001, -0.30617], [-0.62788, -0.44874, -1.35259], [0.09249, -1.03169, 0.87439], [1.61802, 0.58985, -0.68713], [-0.84532, 0.73057, 0.47769], [0.59792, -0.72633, 1.79267], [0.23983, -2.09098, 0.66887], [1.51442, 1.44878, -1.38588], [-1.51720, 1.42904, -0.04167], [-0.39258, 1.25937, 1.33405], [-0.65895, 0.31663, -2.12532], [-1.72685, -1.02927, 0.14905]],
  "lowdin_charge": [0.074, -0.051, -0.459, 0.217, -0.156, -0.206, -0.123, 0.118, 0.119, 0.131, 0.121, 0.133, 0.028, 0.054]
}